No. 1
The following is a DFT calculation (ωB97M-V/def2-TZVPD) of a structure of composition C14H18Cl2N2RhS.

Geometry as XYZ:
```
38
Properties=species:S:1:pos:R:3:forces:R:3:nbo_charge:R:1
Rh -1.21464 -0.22085 -0.19340 0.32 -1.08 -1.16 0.911
Cl -1.94616 -0.62221 -2.34216 -1.06 -0.58 -1.82 -0.620
Cl -2.03353 -2.38509 0.32995 -0.22 -1.53 0.41 -0.633
C -2.36055 0.42055 1.18669 -2.87 1.11 1.71 -0.764
H -2.75784 1.45493 1.12852 -0.07 -0.62 0.42 0.134
H -2.97063 -0.29089 1.77919 0.13 0.42 -0.32 0.178
C 0.35192 1.02816 -1.14886 0.76 1.26 -0.07 -0.322
C -0.41125 1.69330 -0.15578 1.46 0.65 -0.27 -0.311
H 1.23768 0.44554 -0.86510 -0.27 0.38 0.01 0.211
C -1.34337 2.83412 -0.51766 0.31 -0.15 -0.16 -0.421
H -0.01170 1.72660 0.85845 -0.08 0.15 -0.24 0.229
C -1.85688 2.68947 -1.93666 0.08 -0.04 -0.42 -0.423
H -2.16817 2.88867 0.18981 0.00 0.10 0.02 0.208
H -0.78445 3.77411 -0.43965 0.03 0.07 0.11 0.188
C -0.68151 2.61033 -2.92068 0.16 -0.05 0.04 -0.387
H -2.43710 1.76214 -2.01746 -0.03 0.36 -0.02 0.245
H -2.49327 3.54129 -2.20299 -0.03 -0.09 0.05 0.187
C 0.30546 1.45657 -2.60668 -0.03 -0.16 -0.23 -0.439
H -1.05054 2.49776 -3.94985 0.03 -0.01 0.22 0.203
H -0.12307 3.56470 -2.90101 -0.21 -0.20 0.10 0.175
H 0.07140 0.58454 -3.23735 0.12 0.34 0.20 0.236
H 1.30902 1.80822 -2.89674 -0.09 -0.19 0.11 0.189
N -0.33131 0.68996 2.89979 0.82 -0.34 0.84 -0.821
C 0.43731 -0.33369 2.44629 -0.20 -0.53 -1.06 0.317
N 0.35399 -0.85807 1.24113 0.52 0.84 1.16 -0.562
C 1.23719 -1.90357 1.02186 0.08 0.07 1.34 0.234
C 1.36606 -2.67472 -0.13368 -0.09 0.02 0.19 -0.233
C 2.22224 -3.77077 -0.10726 0.27 0.15 0.33 -0.198
C 2.98493 -4.07875 1.03561 -0.21 0.33 0.35 -0.241
C 2.85700 -3.29532 2.19788 0.11 -0.08 -0.32 -0.223
C 1.98576 -2.20703 2.18107 0.41 -0.52 -0.39 -0.236
S 1.61842 -1.08350 3.48965 0.26 -0.58 -0.46 0.306
H -0.17344 0.89411 3.88268 -0.31 -0.04 -0.29 0.377
H -1.32477 0.64461 2.54171 0.25 0.25 -0.30 0.426
H 0.75299 -2.41681 -0.99423 0.07 -0.18 0.11 0.257
H 2.30087 -4.41381 -0.97861 0.01 0.15 0.05 0.210
H 3.67436 -4.93327 1.02400 -0.40 0.39 0.05 0.207
H 3.40759 -3.52135 3.11149 -0.02 -0.07 -0.31 0.208
```
Forces are in eV/Å.

2S+1 = 5
Energy = -56677.3566 eV
HOMO level (spin up / spin down) = -2.4 / -4.8 eV
<S²> = 6.02
Gap between HOMO and LUMO (spin up / spin down) = 4.87 / 7.27 eV
Charge = -1



No. 2
The following is a DFT calculation (ωB97M-V/def2-TZVPD) of an isolated molecule of C6H9IN2O.

Geometry as XYZ:
```
19
Properties=species:S:1:pos:R:3:forces:R:3:nbo_charge:R:1
O 0.99542 2.47545 2.07644 1.48 2.10 1.58 -0.612
C 0.41614 1.63287 1.49315 -0.82 0.28 -1.89 0.778
N -0.37491 1.82431 0.36557 -0.08 0.23 -1.60 -0.661
C -0.94203 0.59076 -0.10129 -0.59 -0.11 -1.83 -0.052
C -0.21509 0.09062 -1.58442 -0.89 -0.02 1.88 -0.292
I -1.53517 -1.08519 -2.85878 0.10 0.75 0.28 0.069
C 0.95190 -0.81900 -1.17622 -0.89 -0.10 1.93 -0.467
C 0.27635 -1.54873 0.07407 0.15 0.49 -0.42 -0.411
C -0.46575 -0.43177 0.90314 -0.50 -2.71 -0.61 -0.076
N 0.38711 0.32275 1.78081 -0.13 -2.12 1.29 -0.635
H -0.27244 2.53416 -0.37824 0.34 -0.25 1.52 0.411
H -2.06386 0.73982 -0.03173 1.13 -0.74 -1.11 0.218
H 0.19698 0.95085 -2.08390 -0.54 0.37 -0.60 0.212
H 1.86236 -0.18822 -1.08408 -0.49 -0.58 0.64 0.226
H 1.15100 -1.61166 -1.86230 0.27 -0.17 -0.85 0.231
H -0.39211 -2.30298 -0.41042 -0.25 1.03 0.40 0.218
H 0.80054 -2.22495 0.73703 1.04 0.33 0.13 0.222
H -1.31500 -0.98045 1.38934 0.63 0.89 0.09 0.206
H 0.53856 0.03136 2.75184 0.02 0.30 -0.84 0.415
```
Forces are in eV/Å.

Energy = -19496.2382 eV
HOMO level = -9.4 eV
Gap between HOMO and LUMO = 9.74 eV
SMILES = O=C1N[C@H]2[C@H](I)CC[C@H]2N1
ΔE to the lowest compared entry with this formula, charge and spin = 0.000 eV



No. 3
The following is a DFT calculation (ωB97M-V/def2-TZVPD) of a cluster of 2 separate species, C6H7NO2 in total.

Geometry as XYZ:
```
16
Properties=species:S:1:pos:R:3:forces:R:3:nbo_charge:R:1
C -1.17608 1.20228 -0.76444 0.11 -0.05 0.16 -0.613
C -1.04539 0.21254 0.38276 0.49 0.56 0.30 -0.488
C 0.01298 0.67056 1.42710 -1.73 0.45 -1.11 0.506
O 0.52733 1.75432 1.43572 0.16 -0.37 0.08 -0.466
C 0.09283 -0.27902 2.52593 0.58 -0.17 0.57 0.170
N 0.13079 -1.06464 3.35807 -0.09 -0.21 0.23 -0.247
H -1.98012 0.90670 -1.43527 0.02 -0.03 -0.06 0.217
H -1.39467 2.19601 -0.37786 -0.03 0.01 -0.01 0.224
H -0.24421 1.27003 -1.32175 -0.01 -0.03 -0.10 0.219
H -1.98148 0.16004 0.94569 -0.03 0.00 0.13 0.238
H -0.86966 -0.81441 0.05146 0.19 0.09 0.07 0.224
C 1.46346 -1.37631 -1.74189 -0.58 -0.43 -0.79 -0.779
C 1.67303 -1.04126 -0.51193 1.53 0.45 1.34 0.719
O 2.01213 -0.72755 0.56280 -0.60 -0.41 -0.90 -0.462
H 2.08929 -0.99923 -2.52778 0.21 0.27 0.00 0.274
H 0.68977 -2.07005 -2.00863 -0.23 -0.14 0.09 0.264
```
Forces are in eV/Å.

Energy = -11918.4530 eV
HOMO level = -9.9 eV
Gap between HOMO and LUMO = 9.89 eV
SMILES = CCC(=O)C#N.C=C=O
ΔE to the lowest compared entry with this formula, charge and spin = 1.978 eV



No. 4
The following is a DFT calculation (ωB97M-V/def2-TZVPD) of a structure of composition C6H8.

Geometry as XYZ:
```
14
Properties=species:S:1:pos:R:3:forces:R:3:nbo_charge:R:1
C 0.86948 -1.05455 -1.01754 0.04 -0.14 -0.18 -0.601
C 0.45089 -0.13578 0.10436 0.05 -0.28 -0.19 -0.241
C -0.01986 1.29358 -0.20846 -0.16 -0.01 0.09 -0.457
C -0.97296 1.08275 0.93239 -0.39 0.77 0.31 0.001
C -2.04554 0.17183 0.86105 0.89 -0.08 0.12 -0.133
C -0.94010 -0.66207 0.65322 0.29 -0.37 -0.01 -0.298
H 0.04448 -1.10371 -1.73239 0.19 -0.09 -0.09 0.213
H 1.01674 -2.05478 -0.59429 0.04 0.06 -0.19 0.214
H 1.78275 -0.74936 -1.53381 -0.04 0.03 0.08 0.212
H 1.25199 -0.04259 0.86240 -0.47 -0.30 -0.07 0.209
H -0.50415 1.35505 -1.18825 -0.06 0.01 0.28 0.226
H 0.66525 2.13509 -0.06629 0.07 -0.43 0.00 0.224
H -0.62936 1.46000 1.89991 -0.50 0.48 -0.04 0.203
H -0.96961 -1.69547 1.02770 0.05 0.35 -0.10 0.227
```
Forces are in eV/Å.

Energy = -6346.6024 eV
HOMO level = -8.4 eV
Gap between HOMO and LUMO = 9.19 eV
ΔE to the lowest compared entry with this formula, charge and spin = 4.181 eV



What are the maximum force values for these records? In order: 0.0684, 0.0587, 0.0409, 0.0178 hartree/bohr.